Below is a molecular structure, C3H8N4O at a distorted geometry, with properties calculated with the ωB97M-V functional and the def2-TZVPD basis.

The geometry in XYZ format:
```
16
Properties=species:S:1:pos:R:3
C 0.1634 0.1653 -0.1467
C 1.6430 0.1596 0.1428
C -1.6861 -1.4424 -0.0144
H -0.1482 2.8394 -0.7666
H -0.3875 2.9114 0.7961
H 2.3800 1.0229 -0.4849
H 2.1099 0.4402 1.2779
H 3.2391 -1.1093 1.1738
H 0.5395 -1.8191 -0.5237
H -1.8188 -2.4558 -0.0051
H -1.6849 0.3357 -0.0932
N 0.0271 2.4217 0.0367
N -0.6049 1.1607 -0.2024
N -0.2466 -1.0866 0.1743
N -2.3926 -0.4206 0.1276
O 2.1960 -1.2484 -0.2772
```

Its LUMO energy is -2.53 eV. The value obtained for the calculated total energy is -412.98703 Eh. The molar mass is 116.1 g mol⁻¹. The value obtained for the HOMO energy is -0.3044 Eh.

=====

Below is 2 unconnected molecules or ions with the total composition C2H2ClN3O at a distorted geometry, with properties calculated with the ωB97M-V functional and the def2-TZVPD basis.

The geometry in XYZ format:
```
9
Properties=species:S:1:pos:R:3
N -0.4512 -2.0937 0.3237
C -0.2092 -1.4182 1.2873
N 0.1788 -0.4953 1.9517
Cl 1.2113 -0.4763 3.3434
H -1.4408 -2.4361 -0.0686
N -1.7054 1.1079 3.1009
C -1.4690 1.2725 1.9418
O -1.4712 1.4821 0.7952
H -1.4174 0.5121 3.9014
```

Its LUMO energy is -0.31 eV. As for the SMILES: N=C=NCl.N=C=O. The value obtained for the calculated total energy is -777.02229 Eh. The molar mass is 119.5 g mol⁻¹. The value obtained for the HOMO energy is -0.3763 Eh.

=====

Below is 2 unconnected molecules or ions with the total composition C3H3N3O at a distorted geometry, with properties calculated with the ωB97M-V functional and the def2-TZVPD basis.

The geometry in XYZ format:
```
10
Properties=species:S:1:pos:R:3
N -1.4411 -0.6073 -1.3321
C -0.7939 -0.0439 -0.4764
C -0.1725 0.6165 0.4928
C -0.2928 0.1288 1.8714
O -0.9609 -0.8245 2.2093
H -1.0297 -1.3781 -1.8521
H 0.4122 1.5003 0.2576
H 0.2936 0.7028 2.6159
N 1.6413 -0.2711 -2.2537
N 2.3438 0.1764 -1.5329
```

Its LUMO energy is 0.53 eV. As for the SMILES: N=C=CC=O.N#N. The value obtained for the calculated total energy is -355.60919 Eh. The molar mass is 97.1 g mol⁻¹. The value obtained for the HOMO energy is -0.3542 Eh.

=====

Below is a molecular structure, C22H19Cl4N4O10S2V, with properties calculated with the ωB97M-V functional and the def2-TZVPD basis.

The geometry in XYZ format:
```
62
Properties=species:S:1:pos:R:3
V 0.4194 0.3458 0.1145
O 3.1978 2.1708 -0.4021
S 2.7164 1.3923 0.6991
O 3.4295 1.4274 1.9257
O 1.1774 1.7983 0.9262
O 2.3850 -0.0333 0.2345
Cl -6.2589 0.7098 -0.2247
C -4.6352 0.1547 -0.3074
C -4.3663 -1.1675 -0.7059
Cl -5.6620 -2.2211 -1.1067
C -3.0611 -1.6357 -0.7788
Cl -2.6713 -3.2365 -1.2675
C -2.0263 -0.7704 -0.4407
O -0.7342 -1.0412 -0.4648
C -2.2937 0.5423 -0.0524
O -1.1866 1.2436 0.2035
C -3.5980 1.0198 0.0202
Cl -3.8648 2.6407 0.5061
C 5.9743 2.4989 -2.1494
C 5.3634 1.1340 -2.4315
S 5.1028 0.9302 -4.1750
O 4.1655 1.9339 -4.6185
O 6.3717 0.7950 -4.8380
C 4.2613 -0.6649 -4.2970
C 2.8411 -0.5426 -4.8263
N 1.9300 0.0713 -3.8493
C 1.6110 -0.4676 -2.6559
N 0.9278 0.4060 -1.9275
C 0.8090 1.5587 -2.6570
C 1.4254 1.3566 -3.8428
N 1.4065 2.2504 -4.9704
O 1.5094 1.7608 -6.0791
O 1.1252 3.4008 -4.7259
C 1.9423 -1.8462 -2.2148
H 6.0589 2.6314 -1.0722
H 5.3331 3.2885 -2.5357
H 6.9633 2.5865 -2.5967
H 4.3834 1.0402 -1.9611
H 6.0109 0.3120 -2.1212
H 4.2906 -1.1304 -3.3125
H 4.8663 -1.2640 -4.9763
H 2.4534 -1.5293 -5.0789
H 2.8082 0.0686 -5.7207
H 0.2946 2.4357 -2.3044
H 2.2191 -2.4811 -3.0526
H 1.0674 -2.2745 -1.7260
H 2.7585 -1.8247 -1.4910
C 0.2415 -0.7748 1.9275
C 1.2656 -0.5706 2.9574
C 2.3857 -1.4010 3.0150
C 3.3487 -1.2169 3.9855
C 3.1987 -0.1916 4.9170
C 2.0848 0.6429 4.8742
C 1.1292 0.4523 3.8964
C 4.2028 0.0022 5.9297
N 5.0026 0.1504 6.7410
H -0.7318 -0.3519 2.1836
H 0.1496 -1.7953 1.5714
H 2.5017 -2.1910 2.2838
H 4.2199 -1.8558 4.0288
H 1.9811 1.4375 5.5998
H 0.2727 1.1133 3.8443
```

Its LUMO energy (alpha / beta) is -2.58 / -2.60 eV. The value obtained for the calculated total energy is -5402.27660 Eh. The molar mass is 756.3 g mol⁻¹. The value obtained for the HOMO energy (alpha / beta) is -0.3380 / -0.3380 Eh.

=====

Below is a gas-phase ion, C9H16N3 (charge +1) at a distorted geometry, with properties calculated with the ωB97M-V functional and the def2-TZVPD basis.

The geometry in XYZ format:
```
28
Properties=species:S:1:pos:R:3
C 1.2848 -2.7818 -0.2578
N 0.8371 -1.6198 0.4518
C 1.0990 -0.3668 -0.0813
C 2.2540 0.5300 0.1439
C 1.8334 1.9161 -0.3458
C 0.3822 1.9706 0.0740
C -0.0198 0.6180 0.5615
N -1.3962 0.3329 0.2899
C -2.4361 1.1594 0.0424
C -3.5584 0.4095 -0.3354
C -3.0583 -0.9319 -0.2808
N -1.8089 -0.8970 0.1841
H 0.8342 -2.8311 -1.2547
H 2.3102 -2.8086 -0.3846
H 0.7991 -3.5506 0.3537
H 1.0462 -1.5492 1.4313
H 1.0094 -0.5368 -1.1498
H 3.2141 0.2085 -0.1906
H 2.2261 0.6786 1.2030
H 2.0477 2.0433 -1.4709
H 2.4608 2.6614 0.0523
H 0.1370 2.8669 0.7624
H -0.2264 2.1941 -0.8568
H 0.1649 0.5165 1.6910
H -2.1576 2.2982 0.0173
H -4.5757 0.9274 -0.4953
H -3.6810 -1.8479 -0.3406
H -1.0218 -1.6101 0.1857
```

Its LUMO energy is -3.03 eV. As for the SMILES: CN[C@@H]1CCC[C@H]1[n+]1ccc[nH]1. The net charge is +1. The value obtained for the calculated total energy is -516.49703 Eh. The molar mass is 166.2 g mol⁻¹. The value obtained for the HOMO energy is -0.4789 Eh.

=====

Below is 2 unconnected molecules or ions with the total composition C3H8O at a distorted geometry, with properties calculated with the ωB97M-V functional and the def2-TZVPD basis.

The geometry in XYZ format:
```
12
Properties=species:S:1:pos:R:3
C 2.9394 1.0382 0.6947
O 2.3909 -0.0308 0.6942
H 2.4546 1.9223 0.2774
H 3.9697 1.1994 1.1025
C -2.2844 -0.5569 -0.2048
C -0.6756 -0.5203 -0.4086
H -2.5424 -0.9091 0.8020
H -2.4443 0.5045 -0.2269
H -2.8919 -1.0532 -0.9658
H -0.2200 -1.2062 0.3330
H -0.1632 0.4700 -0.5552
H -0.5328 -0.8579 -1.5423
```

Its LUMO energy is 0.85 eV. As for the SMILES: C=O.CC. The value obtained for the calculated total energy is -194.27175 Eh. The molar mass is 60.1 g mol⁻¹. The value obtained for the HOMO energy is -0.3781 Eh.

=====

Record-wise energy above the lowest of the compared OMol25 structures with the same formula, charge and spin values, in kJ/mol: 1126.39, 173.17, 80.59, 11.11, 338.06, 168.56